# 1
33
Properties=species:S:1:pos:R:3 method="wB97M-V/def2-TZVPD" s2=3.753 e_homo_ev="-15.01 / -15.01" total_charge=+2 spin_multiplicity=4
I -3.539 -1.657 -3.443
I -1.912 0.364 -4.438
Er -0.567 0.062 -0.085
P 1.167 -2.007 -0.497
C 2.764 -1.878 -1.389
C 1.541 -2.996 1.013
H -0.818 -3.318 -1.021
H 0.686 -4.117 -1.647
H -0.055 -2.683 -2.497
C 0.150 -3.159 -1.524
H 0.604 -3.145 1.575
H 1.986 -3.966 0.728
H 3.182 -2.895 -1.548
H 3.440 -1.255 -0.775
H 2.241 -2.416 1.637
H 2.574 -1.365 -2.350
C 1.533 1.216 -0.925
O 2.338 1.879 -1.412
Cl -1.951 -1.587 1.187
N -0.998 1.743 1.400
C -1.535 3.079 1.537
C -2.774 3.188 2.153
C -3.168 4.447 2.603
C -2.323 5.558 2.375
C -1.097 5.422 1.721
C -0.664 4.161 1.274
H -1.660 1.035 1.737
H -0.157 1.580 1.983
H -3.351 2.275 2.355
H -4.115 4.548 3.117
H -2.645 6.539 2.730
H -0.459 6.287 1.549
H 0.287 3.977 0.793



# 2
15
Properties=species:S:1:pos:R:3 method="wB97M-V/def2-TZVPD" relative_energy_ev=5.1960 e_homo_ev=-7.73
C -0.748 1.238 -0.971
C -1.468 0.879 -2.202
C 1.582 -0.672 1.727
C 0.725 -0.592 0.449
N -0.714 2.264 -0.193
N 0.535 2.220 0.301
S 1.058 0.836 -0.665
H -0.952 1.223 -3.114
H -2.456 1.361 -2.109
H -1.529 -0.133 -2.279
H 2.421 -1.385 1.611
H 2.122 0.280 2.014
H 0.864 -1.073 2.358
H -0.310 -0.632 0.675
H 0.860 -1.514 -0.165



# 3
68
Properties=species:S:1:pos:R:3 method="wB97M-V/def2-TZVPD" relative_energy_ev=1.7511 e_homo_ev="-10.05 / -9.42" total_charge=+1
Sc 0.048 1.260 0.644
C 3.168 1.811 1.772
C 2.988 0.403 2.339
C 1.847 0.375 3.316
C 2.055 0.033 4.643
C 0.999 0.090 5.536
C -0.237 0.519 5.083
C -0.367 0.848 3.750
N 0.641 0.758 2.868
N 2.309 2.049 0.590
C 2.073 3.501 0.413
C 0.978 3.791 -0.593
C 0.586 5.092 -0.856
C -0.386 5.298 -1.816
C -0.911 4.206 -2.498
C -0.474 2.947 -2.157
N 0.452 2.735 -1.208
C 2.948 1.457 -0.619
C 2.372 0.147 -1.116
C 3.143 -0.667 -1.929
C 2.562 -1.778 -2.516
C 1.223 -2.041 -2.282
C 0.529 -1.204 -1.432
N 1.092 -0.138 -0.843
H 2.913 2.544 2.537
H 4.212 1.984 1.495
H 2.820 -0.313 1.529
H 3.899 0.092 2.848
H 3.041 -0.273 4.966
H 1.144 -0.180 6.574
H -1.089 0.604 5.742
H -1.307 1.219 3.363
H 1.786 3.924 1.376
H 2.978 4.020 0.076
H 1.027 5.919 -0.314
H -0.734 6.299 -2.032
H -1.664 4.328 -3.264
H -0.873 2.062 -2.636
H 2.851 2.169 -1.439
H 4.018 1.327 -0.441
H 4.183 -0.423 -2.105
H 3.148 -2.426 -3.155
H 0.716 -2.883 -2.732
H -0.512 -1.383 -1.203
C -3.491 -5.103 -3.217
C -3.082 -4.089 -2.183
C -3.817 -2.930 -1.984
C -3.498 -2.007 -0.990
C -4.362 -0.788 -0.817
C -2.385 -2.267 -0.180
Te -1.928 -1.021 1.447
C -1.604 -3.420 -0.373
C -0.397 -3.734 0.472
C -1.971 -4.308 -1.377
H -4.248 -4.702 -3.888
H -3.908 -5.991 -2.737
H -2.639 -5.428 -3.816
H -4.680 -2.737 -2.612
H -5.136 -0.758 -1.582
H -3.780 0.130 -0.872
H -4.851 -0.790 0.161
H 0.302 -2.894 0.505
H 0.127 -4.605 0.078
H -0.674 -3.950 1.506
H -1.377 -5.205 -1.522
O -0.987 2.713 1.364
N -2.037 2.476 0.476
O -1.773 1.304 -0.132



# 4
114
Properties=species:S:1:pos:R:3 method="wB97M-V/def2-TZVPD" relative_energy_ev=16.2551 smiles=COC[C@H](C)N.COC[C@H](C)N.COC[C@H](C)N.COC[C@H](C)N.COC[C@H](C)N.COC[C@H](C)N.CO.CO e_homo_ev=-8.29
C 40.934 28.283 10.851
O 41.789 27.501 10.182
C 42.758 28.232 9.641
C 43.765 27.343 8.957
C 44.503 26.302 9.817
N 44.811 28.221 8.314
H 40.452 28.947 10.326
H 41.248 28.987 11.585
H 40.091 27.670 11.179
H 42.238 28.920 8.991
H 43.300 28.765 10.453
H 43.215 26.798 8.224
H 45.322 25.727 9.404
H 43.747 25.539 10.241
H 44.829 26.829 10.478
H 45.282 28.898 8.852
H 44.398 28.709 7.520
C 45.842 35.735 3.213
O 45.421 35.596 4.627
C 44.226 36.336 4.913
C 43.864 36.212 6.381
C 43.617 34.744 6.755
N 42.610 36.990 6.710
H 45.988 36.603 2.484
H 44.941 35.229 2.643
H 46.544 35.202 2.964
H 44.269 37.520 4.735
H 43.397 35.974 4.240
H 44.797 36.438 7.032
H 44.303 34.048 6.198
H 42.633 34.412 6.355
H 43.821 34.509 7.741
H 42.925 38.005 6.623
H 42.599 36.862 7.742
C 50.397 30.401 4.172
O 49.069 30.709 4.295
C 48.446 30.539 5.488
C 46.932 30.830 5.486
C 46.577 32.226 4.941
N 46.285 30.632 6.684
H 50.742 30.694 3.236
H 50.533 29.402 4.289
H 51.042 30.742 5.035
H 48.630 29.365 5.708
H 48.971 31.111 6.328
H 46.526 30.247 4.741
H 46.711 33.283 5.570
H 45.365 32.411 4.806
H 46.790 32.312 3.799
H 47.036 31.087 7.167
H 46.590 29.653 7.019
C 45.126 26.929 4.801
O 44.264 26.810 3.736
C 42.965 27.318 3.873
C 42.287 27.139 2.462
C 43.094 27.817 1.363
N 40.926 27.603 2.489
H 45.552 27.819 5.008
H 45.970 26.210 4.703
H 44.782 26.539 5.843
H 42.322 27.126 4.775
H 43.061 28.331 4.169
H 42.051 26.100 2.265
H 43.359 28.785 1.593
H 42.488 27.874 0.412
H 44.152 27.397 1.085
H 40.368 27.262 3.366
H 40.898 28.706 2.656
C 39.076 31.444 1.599
O 40.458 31.957 1.351
C 40.603 33.196 1.953
C 42.032 33.677 1.801
C 42.990 32.919 2.706
N 42.087 35.057 2.124
H 38.488 32.124 1.051
H 38.719 31.300 2.509
H 38.766 30.577 1.035
H 39.854 33.846 1.499
H 40.258 33.111 3.019
H 42.396 33.451 0.792
H 42.927 33.250 3.571
H 44.078 33.112 2.339
H 42.745 31.814 2.716
H 41.777 35.586 1.125
H 41.470 35.293 2.780
C 38.473 31.796 5.809
O 38.828 30.488 6.384
C 39.147 29.506 5.406
C 39.216 28.137 6.046
C 40.497 27.894 6.808
N 39.336 27.105 5.039
H 38.229 32.546 6.455
H 37.658 31.871 5.153
H 39.559 32.224 5.239
H 38.351 29.349 4.683
H 40.144 30.031 4.822
H 38.464 28.024 6.765
H 40.477 26.912 7.082
H 40.501 28.378 7.793
H 41.411 28.223 6.403
H 39.558 26.313 5.405
H 38.444 26.975 4.899
C 41.813 32.556 9.660
O 42.895 33.362 10.172
H 41.019 32.557 10.347
H 42.102 31.487 9.573
H 41.518 32.999 8.878
H 42.656 34.340 10.051
C 42.835 31.208 6.467
O 43.746 30.111 6.006
H 42.017 30.755 6.839
H 42.291 31.860 5.698
H 43.457 31.870 7.023
H 44.587 30.658 6.093



# 5
91
Properties=species:S:1:pos:R:3 method="wB97M-V/def2-TZVPD" s2=0.765 relative_energy_ev=0.0000 e_homo_ev="-13.34 / -13.36" total_charge=+2 spin_multiplicity=2
Mo 0.393 0.333 -0.097
O 0.752 -5.363 -2.377
C 0.752 -4.113 -1.953
C 0.392 -3.019 -2.756
C 0.374 -1.772 -2.191
N 0.707 -1.556 -0.906
C 1.068 -2.595 -0.142
C 1.097 -3.882 -0.609
C 1.250 -2.126 1.286
O 1.380 -2.871 2.217
O 1.161 -0.814 1.338
C -0.078 -0.486 -2.819
O -0.296 -0.298 -3.968
O -0.187 0.425 -1.831
H 0.536 -5.448 -3.315
H 0.104 -3.127 -3.795
H 1.379 -4.699 0.042
C 3.044 0.653 -1.749
N 2.300 0.871 -0.498
C 2.934 1.533 0.470
C 2.169 1.937 1.543
C 2.395 2.670 2.731
C 1.156 2.846 3.317
C 0.216 2.225 2.481
N 0.813 1.668 1.418
C 3.160 1.913 -2.592
C 2.079 2.762 -2.806
C 2.215 3.873 -3.624
C 3.432 4.149 -4.231
C 4.517 3.318 -4.004
C 4.383 2.206 -3.185
H 2.546 -0.132 -2.321
H 4.051 0.297 -1.523
H 3.986 1.784 0.384
H 3.349 3.008 3.103
H 0.932 3.366 4.233
H -0.854 2.188 2.618
H 1.122 2.571 -2.339
H 1.368 4.525 -3.790
H 3.536 5.013 -4.873
H 5.473 3.535 -4.460
H 5.236 1.559 -3.019
C -6.330 -4.450 5.028
C -5.352 -3.799 4.100
C -3.996 -3.766 4.429
C -3.059 -3.179 3.599
C -1.612 -3.156 4.024
C -3.516 -2.604 2.392
Te -1.890 -2.196 1.078
N -1.380 -0.273 0.840
C -2.028 0.898 0.707
O -1.362 1.723 0.015
C -3.296 1.296 1.315
C -3.747 0.713 2.500
C -4.942 1.124 3.061
C -5.680 2.130 2.451
C -5.213 2.746 1.296
C -4.018 2.341 0.731
C -2.814 -2.375 -0.836
C -2.973 -1.276 -1.674
C -3.515 -1.446 -2.937
C -3.883 -2.715 -3.362
C -3.719 -3.805 -2.523
C -3.185 -3.660 -1.244
C -3.077 -4.853 -0.330
C -4.873 -2.577 2.050
C -5.408 -1.903 0.816
C -5.764 -3.187 2.924
H -5.971 -5.433 5.333
H -7.311 -4.559 4.570
H -6.437 -3.851 5.935
H -3.669 -4.215 5.360
H -1.531 -3.339 5.094
H -1.133 -2.193 3.825
H -1.026 -3.931 3.525
H -3.140 -0.018 3.009
H -5.292 0.672 3.980
H -6.620 2.446 2.885
H -5.780 3.548 0.844
H -3.636 2.812 -0.165
H -2.704 -0.281 -1.358
H -3.644 -0.589 -3.585
H -4.307 -2.852 -4.348
H -4.020 -4.792 -2.853
H -2.824 -5.756 -0.884
H -4.033 -5.035 0.168
H -2.324 -4.713 0.451
H -4.663 -1.263 0.356
H -6.273 -1.292 1.073
H -5.739 -2.641 0.082
H -6.818 -3.182 2.667



Please write out number 1 again, unchanged.
33
Properties=species:S:1:pos:R:3 method="wB97M-V/def2-TZVPD" s2=3.753 e_homo_ev="-15.01 / -15.01" total_charge=+2 spin_multiplicity=4
I -3.539 -1.657 -3.443
I -1.912 0.364 -4.438
Er -0.567 0.062 -0.085
P 1.167 -2.007 -0.497
C 2.764 -1.878 -1.389
C 1.541 -2.996 1.013
H -0.818 -3.318 -1.021
H 0.686 -4.117 -1.647
H -0.055 -2.683 -2.497
C 0.150 -3.159 -1.524
H 0.604 -3.145 1.575
H 1.986 -3.966 0.728
H 3.182 -2.895 -1.548
H 3.440 -1.255 -0.775
H 2.241 -2.416 1.637
H 2.574 -1.365 -2.350
C 1.533 1.216 -0.925
O 2.338 1.879 -1.412
Cl -1.951 -1.587 1.187
N -0.998 1.743 1.400
C -1.535 3.079 1.537
C -2.774 3.188 2.153
C -3.168 4.447 2.603
C -2.323 5.558 2.375
C -1.097 5.422 1.721
C -0.664 4.161 1.274
H -1.660 1.035 1.737
H -0.157 1.580 1.983
H -3.351 2.275 2.355
H -4.115 4.548 3.117
H -2.645 6.539 2.730
H -0.459 6.287 1.549
H 0.287 3.977 0.793